A structure of composition C18H22Cl3N3O5PPtSi at a distorted geometry. Source: the OMol25 dataset; level of theory: ωB97M-V/def2-TZVPD.

Computed properties:
Electronic energy: -3370.3431 a.u.
HOMO: -12.0745 eV
Total charge: +1
HOMO-LUMO gap: 0.2989 hartree
Energy relative to the best compared isomer or geometry (same formula, charge and spin): 0.0 kJ/mol
Lowest unoccupied orbital energy: -3.94 eV

Each line ends with the Mulliken charge.
Element x y z (Å)
Pt  0.42  0.31  -0.49  0.508
O  5.03  -0.17  5.66  -0.535
N  4.17  -0.87  5.19  0.920
O  3.55  -1.72  5.79  -0.580
C  3.69  -0.53  3.83  0.255
C  4.62  -0.09  2.97  -1.076
C  4.26  0.22  1.61  1.015
C  5.21  0.63  0.66  -0.594
C  4.79  0.88  -0.62  -1.027
C  3.43  0.76  -0.93  0.049
N  2.53  0.40  -0.03  -0.224
C  2.93  0.09  1.22  -0.307
C  1.95  -0.40  2.15  0.134
N  0.69  -0.57  1.68  -0.417
C  -0.24  -1.01  2.50  -0.031
C  0.01  -1.30  3.84  -0.954
C  1.28  -1.16  4.33  -0.656
C  2.31  -0.72  3.47  0.927
H  5.64  0.03  3.30  0.504
H  6.25  0.74  0.94  0.474
H  5.48  1.19  -1.39  0.424
H  3.07  1.00  -1.92  0.454
H  -1.23  -1.14  2.08  0.442
H  -0.79  -1.64  4.48  0.429
H  1.50  -1.40  5.36  0.531
Cl  1.60  3.48  0.12  -0.282
Si  0.43  2.44  -1.23  0.404
Cl  1.23  2.73  -3.10  -0.267
Cl  -1.32  3.49  -1.23  -0.240
C  -4.31  1.75  0.54  -1.364
C  -3.11  0.85  0.43  -0.032
O  -2.84  0.62  -0.98  -0.151
P  -1.51  -0.09  -1.45  0.519
O  -1.61  0.06  -3.01  -0.061
C  -2.23  1.13  -3.78  0.095
C  -3.43  0.58  -4.51  -1.282
O  -1.68  -1.64  -1.21  -0.236
C  -2.71  -2.42  -1.90  -0.153
C  -2.09  -3.25  -2.99  -1.185
H  -4.54  1.94  1.59  0.402
H  -5.19  1.30  0.07  0.320
H  -4.12  2.71  0.05  0.283
H  -3.30  -0.12  0.89  0.221
H  -2.23  1.30  0.88  0.256
H  -1.46  1.48  -4.46  0.308
H  -2.51  1.94  -3.11  0.209
H  -3.14  -0.26  -5.15  0.304
H  -3.87  1.35  -5.13  0.421
H  -4.19  0.24  -3.80  0.275
H  -3.47  -1.74  -2.28  0.198
H  -3.16  -3.04  -1.13  0.402
H  -1.63  -2.61  -3.75  0.269
H  -2.86  -3.86  -3.47  0.386
H  -1.33  -3.91  -2.58  0.319

A cluster of 2 separate species, C3H6N2O in total at a distorted geometry. Source: the OMol25 dataset; level of theory: ωB97M-V/def2-TZVPD.

Computed properties:
Electronic energy: -302.6076 a.u.
HOMO: -9.2982 eV
HOMO-LUMO gap: 0.3717 hartree
Energy relative to the best compared isomer or geometry (same formula, charge and spin): 224.4 kJ/mol
Lowest unoccupied orbital energy: 0.82 eV

Each line ends with the Mulliken charge.
Element x y z (Å)
C  -1.05  -0.82  -0.29  -0.833
C  -0.65  1.79  0.33  0.124
O  -0.61  2.60  -0.46  -0.221
N  1.61  0.72  0.98  -0.607
C  1.43  -0.17  0.10  0.023
N  0.38  -1.09  0.01  -0.330
H  -1.30  -0.02  -1.01  0.264
H  -1.40  -1.74  -0.76  0.351
H  -1.67  -0.63  0.60  0.310
H  0.89  0.64  1.69  0.327
H  2.19  -0.24  -0.69  0.319
H  0.69  -1.90  -0.52  0.274

A structure of composition C37H69AlBF2N5NaO15Si at a distorted geometry. Source: the OMol25 dataset; level of theory: ωB97M-V/def2-TZVPD.

Computed properties:
Electronic energy: -3771.6225 a.u.
HOMO: -6.5693 eV
Total charge: +1
HOMO-LUMO gap: 0.0435 hartree
Lowest unoccupied orbital energy: -5.38 eV

Each line ends with the Mulliken charge.
Element x y z (Å)
C  -6.48  -0.57  -1.96  -0.877
C  -5.12  -0.44  -1.72  -0.841
C  -4.47  0.76  -1.02  0.107
N  -5.11  0.72  0.35  -0.556
C  -4.79  2.21  -1.51  -1.368
C  -5.47  2.46  -2.89  -0.161
C  -6.63  3.43  -2.73  0.053
O  -7.51  3.20  -2.02  -0.385
F  -6.62  4.58  -3.44  -0.299
N  -3.50  2.87  -1.23  0.962
B  -3.60  4.40  -1.29  0.051
N  -3.21  5.21  -2.43  -0.557
O  -4.12  4.90  -0.16  -0.147
C  -2.46  2.18  -0.96  -1.876
Si  -0.68  2.84  -0.60  -0.058
C  0.19  2.89  -2.31  -0.897
C  -0.62  4.48  0.27  -1.187
C  0.35  1.61  0.46  -0.808
C  -2.91  0.68  -1.02  4.570
C  -2.29  0.13  -2.34  -2.745
C  -2.79  0.84  -3.64  1.153
C  -1.94  0.25  -4.81  -0.837
C  -2.55  0.52  -6.20  -1.144
C  -3.91  -0.16  -6.48  -0.266
C  -3.87  -1.71  -6.50  -0.743
C  -3.88  -2.37  -5.08  -0.732
C  -2.53  -0.25  0.16  -2.630
C  -1.34  -1.22  -0.04  0.752
C  -0.97  -1.92  1.34  -1.166
C  0.52  -1.76  1.73  -0.272
C  1.39  -2.83  0.95  -0.574
C  2.73  -2.13  0.60  -0.465
O  2.56  -1.24  -0.49  -0.257
C  2.65  -1.92  -1.76  -0.859
H  -6.79  -0.50  -3.01  0.220
H  -7.22  -0.71  -1.16  0.271
H  -4.49  -1.28  -2.05  0.232
H  -4.75  1.51  0.90  0.373
H  -6.12  0.85  0.27  0.366
H  -5.49  2.69  -0.79  1.324
H  -5.84  1.57  -3.39  0.573
H  -4.76  2.95  -3.59  0.304
H  -3.28  4.63  -3.27  0.258
H  -3.92  5.94  -2.52  0.297
H  -4.77  5.61  -0.33  0.214
H  -0.61  3.04  -3.06  0.180
H  0.59  1.88  -2.50  0.188
H  0.94  3.69  -2.36  0.556
H  -0.92  5.27  -0.44  0.319
H  -1.19  4.55  1.21  0.405
H  0.45  4.68  0.47  0.414
H  0.94  0.91  -0.15  0.025
H  -0.26  1.11  1.24  0.093
H  1.06  2.26  1.01  0.630
H  -2.50  -0.94  -2.51  0.906
H  -1.20  0.31  -2.33  0.063
H  -2.64  1.93  -3.60  0.226
H  -3.84  0.57  -3.84  -0.753
H  -0.96  0.76  -4.76  0.388
H  -1.79  -0.81  -4.59  0.559
H  -1.84  0.11  -6.95  0.474
H  -2.59  1.60  -6.41  0.357
H  -4.20  0.15  -7.50  0.410
H  -4.70  0.23  -5.82  0.018
H  -3.06  -2.10  -7.14  0.360
H  -4.81  -2.03  -6.99  0.328
H  -4.74  -3.05  -4.95  0.421
H  -2.97  -2.98  -4.96  0.257
H  -3.87  -1.61  -4.29  -0.071
H  -2.38  0.44  1.05  0.661
H  -3.41  -0.90  0.44  0.692
H  -0.45  -0.76  -0.49  -0.161
H  -1.62  -2.05  -0.71  0.630
H  -1.28  -2.98  1.35  0.350
H  -1.56  -1.42  2.13  0.044
H  0.92  -0.76  1.56  -0.103
H  0.58  -1.93  2.82  0.531
H  1.51  -3.69  1.62  0.433
H  0.81  -3.07  0.05  0.243
H  2.99  -1.46  1.46  0.099
H  3.50  -2.90  0.41  0.525
H  2.86  -1.17  -2.53  0.283
H  1.69  -2.41  -1.98  0.290
H  3.47  -2.66  -1.74  0.383
F  3.79  -5.44  4.14  -0.396
C  4.88  -5.11  3.42  0.104
C  5.00  -3.82  2.94  -0.201
C  6.13  -3.47  2.20  -0.206
C  7.11  -4.42  1.94  -0.669
C  6.96  -5.72  2.42  -0.593
C  5.85  -6.06  3.17  -0.352
H  4.22  -3.09  3.15  0.560
H  6.24  -2.46  1.83  0.137
H  7.98  -4.15  1.37  0.426
H  7.72  -6.46  2.22  0.486
H  5.72  -7.07  3.56  0.664
N  -2.14  7.17  1.43  0.909
O  -0.89  7.10  1.29  -0.637
O  -2.86  6.22  1.02  -0.560
O  -2.65  8.15  1.96  -0.616
C  0.22  10.12  2.15  0.947
O  -0.12  9.68  3.23  -0.347
O  1.38  10.52  1.87  -0.377
O  -0.52  10.25  1.15  -0.265
Na  -3.81  -0.98  2.41  0.923
Al  4.16  0.17  1.25  0.729
O  -6.96  5.18  0.62  -0.918
H  -7.36  4.85  -0.18  0.153
C  2.94  -8.61  2.78  -0.580
C  3.87  -8.83  1.67  0.331
N  4.60  -9.00  0.80  -0.374
H  1.91  -8.63  2.42  0.303
H  3.06  -9.40  3.53  0.271
H  3.13  -7.65  3.25  0.082
O  -3.65  1.85  4.58  -0.566
H  -4.47  2.24  4.92  0.320
H  -3.05  1.89  5.33  0.285
O  -0.87  12.64  3.44  -0.627
H  -1.10  12.65  4.38  0.307
H  -1.71  12.69  2.98  0.315
C  12.83  -4.43  4.48  -0.631
O  11.49  -4.05  4.80  -0.318
C  10.73  -5.05  5.24  0.786
O  11.07  -6.20  5.37  -0.533
O  9.51  -4.57  5.50  -0.311
C  8.58  -5.54  5.98  -0.582
H  13.35  -3.53  4.15  0.223
H  13.34  -4.82  5.36  0.297
H  12.84  -5.16  3.68  0.292
H  8.92  -5.98  6.91  0.331
H  8.43  -6.32  5.23  0.245
H  7.63  -5.04  6.15  0.203

A cluster of 2 separate species, CH3FIP in total at a distorted geometry. Source: the OMol25 dataset; level of theory: ωB97M-V/def2-TZVPD.

Computed properties:
Electronic energy: -778.6924 a.u.
HOMO (spin up / spin down): -8.4262 / -8.8631 eV
HOMO-LUMO gap (spin up / spin down): 0.2656 / 0.3068 hartree
Energy relative to the best compared isomer or geometry (same formula, charge and spin): 321.2 kJ/mol
Lowest unoccupied orbital energy (spin up / spin down): -1.20 / -0.52 eV

Each line ends with the Mulliken charge.
Element x y z (Å)
C  1.41  0.23  -0.76  -0.834
F  -1.87  0.62  1.26  -0.237
P  -1.60  -0.72  0.39  0.210
I  2.45  1.12  0.83  0.095
H  0.82  -0.67  -0.66  0.402
H  1.81  0.65  -1.69  0.300
H  -3.02  -1.23  0.64  0.064